Record 1
Below is 7 unconnected molecules or ions with the total composition C2H18N4O7, with properties calculated with wB97M-V/def2-TZVPD.

Last column: natural (NBO) charge in e.
Atoms and positions in Å:
N (-3.735, 10.626, 23.098)  -0.82
C (-4.839, 11.240, 22.708)  0.75
N (-4.776, 12.484, 23.055)  -0.82
O (-5.846, 10.754, 22.231)  -0.66
H (-3.458, 9.677, 22.891)  0.41
H (-3.008, 11.311, 23.246)  0.36
H (-3.910, 12.899, 23.370)  0.37
H (-5.613, 13.039, 22.952)  0.41
N (0.265, 1.941, 24.242)  -0.81
C (0.578, 2.713, 23.275)  0.74
N (1.664, 3.383, 23.484)  -0.82
O (-0.194, 2.869, 22.320)  -0.71
H (-0.647, 1.508, 24.246)  0.41
H (0.908, 1.771, 25.002)  0.38
H (1.918, 3.935, 22.677)  0.42
H (2.228, 3.177, 24.296)  0.39
O (-4.664, 5.164, 25.695)  -0.95
H (-4.521, 4.828, 26.580)  0.47
H (-5.424, 5.739, 25.777)  0.48
O (-0.158, 7.882, 20.366)  -0.94
H (-0.655, 7.332, 20.972)  0.48
H (0.562, 7.325, 20.072)  0.46
O (-5.052, 2.450, 23.455)  -0.94
H (-4.869, 3.246, 23.955)  0.48
H (-4.428, 1.807, 23.792)  0.46
O (-5.694, 4.972, 20.251)  -0.94
H (-5.648, 4.074, 20.578)  0.47
H (-4.968, 5.422, 20.684)  0.48
O (-2.767, 5.929, 22.551)  -0.96
H (-3.064, 5.832, 23.456)  0.48
H (-2.269, 5.131, 22.375)  0.48

Summary:
Gap between HOMO and LUMO in eV: 9.6
Energy above the lowest of the compared OMol25 structures with the same formula, charge and spin in kJ/mol: 212.7
SMILES: NC(N)=O.NC(N)=O.O.O.O.O.O
Lowest unoccupied orbital energy in eV: 0.05
Molecular weight in Da: 210.19

***

Record 2
Below is 8 unconnected molecules or ions with the total composition C2H18O6, with properties calculated with wB97M-V/def2-TZVPD.

Last column: natural (NBO) charge in e.
Atoms and positions in Å:
C (0.017, 0.255, 2.343)  -0.57
C (-1.392, 0.096, 1.765)  -0.60
H (0.114, 1.284, 2.689)  0.23
H (0.111, -0.288, 3.257)  0.21
H (0.832, 0.030, 1.635)  0.29
H (-1.465, -0.184, 0.719)  0.27
H (-1.986, 1.012, 1.805)  0.23
H (-1.910, -0.635, 2.389)  0.22
H (-2.356, -2.881, -0.512)  0.48
H (-3.083, 0.019, -2.178)  0.47
O (-2.357, -0.075, -1.546)  -0.87
H (3.182, 3.788, -1.637)  0.00
H (0.072, 1.209, -1.209)  0.50
O (1.745, 0.797, -1.540)  -0.94
H (2.026, 0.447, -0.656)  0.49
H (1.598, -0.005, -2.064)  0.49
O (2.164, -0.566, 0.589)  -0.74
H (1.364, -1.654, -0.469)  0.48
H (-0.077, -2.162, -0.564)  0.49
O (0.736, -2.078, -1.090)  -0.91
H (2.968, -1.068, 0.813)  0.47
H (-2.096, -1.295, -0.988)  0.49
O (-1.826, -2.093, -0.343)  -0.90
H (-1.417, 1.107, -1.007)  0.49
H (3.684, 3.263, -1.479)  0.00
O (-0.647, 1.678, -0.721)  -0.75

Summary:
Gap between HOMO and LUMO in eV: 3.5
Energy above the lowest of the compared OMol25 structures with the same formula, charge and spin in kJ/mol: 1010.5
Lowest unoccupied orbital energy in eV: -6.54
Molecular weight in Da: 138.16

***

Record 3
Below is 7 unconnected molecules or ions with the total composition C2H18O7, with properties calculated with wB97M-V/def2-TZVPD.

Last column: Löwdin spin population.
Atoms and positions in Å:
C (36.349, 19.088, 12.579)  0.03
C (36.667, 18.244, 11.323)  0.16
O (38.086, 18.109, 11.260)  0.62
H (35.292, 19.218, 12.811)  0.00
H (36.802, 20.079, 12.567)  0.01
H (36.760, 18.757, 13.532)  0.01
H (36.188, 18.804, 10.520)  0.06
H (36.159, 17.280, 11.298)  0.08
H (38.148, 17.824, 10.345)  0.00
O (37.187, 17.587, 8.291)  0.00
H (37.654, 17.289, 7.510)  0.00
H (36.459, 16.972, 8.385)  0.00
O (34.839, 14.992, 9.896)  0.01
H (35.191, 15.077, 9.010)  0.00
H (35.048, 14.093, 10.152)  0.00
O (32.374, 13.806, 8.455)  0.00
H (32.549, 13.004, 8.947)  0.00
H (33.075, 14.404, 8.712)  0.00
O (33.609, 15.619, 12.464)  0.01
H (34.359, 15.386, 13.011)  0.00
H (33.862, 15.346, 11.582)  0.00
O (35.496, 15.439, 7.472)  0.00
H (35.080, 15.824, 6.700)  0.00
H (36.214, 14.912, 7.120)  0.00
O (34.558, 12.484, 10.655)  0.00
H (35.072, 12.152, 11.391)  0.00
H (34.507, 11.747, 10.046)  0.00

Summary:
Spin multiplicity: 2
Gap between HOMO and LUMO (alpha / beta) in eV: 10.2 / 3.5
Energy above the lowest of the compared OMol25 structures with the same formula, charge and spin in kJ/mol: 0.0
Lowest unoccupied orbital energy (alpha / beta) in eV: -3.18 / -9.89
Net charge: +1
Molecular weight in Da: 154.16

***

Record 4
Below is 9 unconnected molecules or ions with the total composition C2H19O10, with properties calculated with wB97M-V/def2-TZVPD.

Last column: natural (NBO) charge in e.
Atoms and positions in Å:
C (-0.718, -1.888, -0.191)  -0.74
C (-0.479, -0.400, -0.478)  0.79
O (-0.226, 0.359, 0.516)  -0.85
O (-0.345, -0.007, -1.657)  -0.79
H (-1.691, -1.915, 0.310)  0.23
H (-0.047, -2.194, 0.613)  0.21
H (-0.609, -2.510, -1.071)  0.22
O (2.160, 2.399, 1.389)  -0.95
H (1.789, 1.621, 0.948)  0.49
H (1.758, 3.145, 0.934)  0.46
O (-1.694, -2.564, 3.312)  -0.96
H (-1.365, -2.870, 2.462)  0.46
H (-1.372, -1.652, 3.384)  0.50
O (2.305, -0.775, 1.134)  -0.97
H (2.185, -1.375, 1.876)  0.46
H (1.400, -0.549, 0.848)  0.49
O (-0.373, 0.325, 3.689)  -0.98
H (-0.948, 1.072, 3.882)  0.47
H (-0.175, 0.412, 2.743)  0.51
O (-1.350, 2.825, 0.074)  -0.97
H (-0.744, 3.282, -0.505)  0.44
H (-1.019, 1.896, 0.093)  0.50
O (-1.258, -2.339, -3.736)  -0.96
H (-1.857, -2.896, -3.229)  0.46
H (-0.907, -1.705, -3.089)  0.50
O (2.885, 0.486, -2.468)  -0.96
H (1.957, 0.401, -2.208)  0.49
H (3.359, 0.591, -1.635)  0.47
O (-1.179, 2.478, -2.795)  -0.96
H (-0.387, 2.832, -2.391)  0.45
H (-1.055, 1.514, -2.755)  0.50

Summary:
Gap between HOMO and LUMO in eV: 9.9
Energy above the lowest of the compared OMol25 structures with the same formula, charge and spin in kJ/mol: 26.9
Lowest unoccupied orbital energy in eV: 2.97
Net charge: -1
Molecular weight in Da: 203.16

***

Record 5
Below is 2 unconnected molecules or ions with the total composition C2H2, with properties calculated with wB97M-V/def2-TZVPD.

Last column: natural (NBO) charge in e.
Atoms and positions in Å:
C (0.449, 0.248, -0.068)  -0.21
C (-0.518, -0.113, 0.492)  -0.30
H (1.220, 0.570, -1.399)  0.29
H (-1.151, -0.705, 0.974)  0.21

Summary:
Gap between HOMO and LUMO in eV: 10.9
Energy above the lowest of the compared OMol25 structures with the same formula, charge and spin in kJ/mol: 258.5
Lowest unoccupied orbital energy in eV: 0.07
Molecular weight in Da: 26.04

***

Record 6
Below is a molecular structure, C2H20NO8, with properties calculated with wB97M-V/def2-TZVPD.

Last column: natural (NBO) charge in e.
Atoms and positions in Å:
C (-0.125, 1.377, 2.375)  -0.42
N (-0.633, 2.100, 1.213)  -0.67
C (0.257, 2.150, 0.048)  0.10
O (0.767, 0.884, -0.235)  -0.93
H (-0.904, 0.666, 2.682)  0.19
H (0.079, 2.049, 3.227)  0.16
H (0.870, 0.966, 2.233)  0.20
H (-1.452, 1.606, 0.896)  0.36
H (1.048, 2.908, 0.002)  0.13
H (-0.424, 2.399, -0.789)  0.13
H (2.366, -2.300, -0.802)  0.48
H (1.952, -1.859, 0.611)  0.48
O (2.508, -2.483, 0.136)  -0.96
H (-3.362, -0.005, -1.091)  0.49
H (-3.291, 1.448, -0.664)  0.45
O (-3.359, 0.547, -0.300)  -0.94
H (1.597, 2.415, -2.462)  0.46
H (0.672, 1.255, -2.309)  0.50
O (0.977, 1.905, -2.956)  -0.97
H (3.528, 1.335, -0.883)  0.46
H (2.340, 0.460, -0.081)  0.52
O (3.300, 0.590, -0.306)  -1.03
H (-2.758, -1.941, 0.945)  0.48
H (-2.341, -2.501, -0.455)  0.48
O (-3.078, -2.143, 0.046)  -0.97
H (0.585, -3.346, 1.459)  0.47
H (-0.391, -2.582, 0.544)  0.50
O (-0.301, -2.955, 1.429)  -0.99
H (-0.086, -0.066, -0.419)  0.51
H (-0.045, -1.286, -1.676)  0.44
O (-0.425, -1.108, -0.813)  -1.13

Summary:
Gap between HOMO and LUMO in eV: 8.6
Energy above the lowest of the compared OMol25 structures with the same formula, charge and spin in kJ/mol: 0.0
Lowest unoccupied orbital energy in eV: 3.31
Net charge: -1
Molecular weight in Da: 186.18